(1)
The following is a DFT calculation (ωB97M-V/def2-TZVPD) of an isolated ion of composition C4H12N3 and charge +1 at a distorted geometry.

```
19
Properties=species:S:1:pos:R:3:forces:R:3
N 0.480664 1.832113 -0.907433 -1.6 -1.3 0.2
N 0.727265 0.519988 2.390895 -0.3 -0.5 -1.0
N -1.438871 -1.350772 -1.302736 1.7 -1.0 1.0
C -0.290461 0.789143 -1.619680 1.0 -0.1 -0.5
C 0.565615 -0.776193 1.711367 1.3 1.0 0.8
C -0.594344 -0.350973 -0.662234 -1.4 3.4 1.6
C 0.598016 -0.692895 0.239752 -1.9 -3.5 -0.6
H 0.320593 0.528328 3.317269 -0.2 0.1 -0.1
H 1.065263 2.352621 -1.544776 0.5 -0.1 0.5
H 0.314253 1.220775 1.780943 -0.1 0.5 0.7
H 1.200469 -1.494621 -0.188165 0.6 0.3 -0.2
H -2.071010 -1.781947 -0.632707 0.0 0.2 0.0
H 0.884915 1.314344 -0.127735 1.1 1.2 0.0
H 1.285404 -1.494249 2.116564 0.1 0.2 -0.2
H -0.422401 -1.244525 1.919922 -0.2 0.1 -0.6
H -1.274548 1.127525 -1.947671 0.4 0.2 -0.4
H 0.353212 0.407499 -2.427600 -0.7 -0.1 -0.2
H -1.237361 0.207741 0.063475 0.0 -0.6 -0.3
H -0.861728 -2.123501 -1.633435 -0.2 0.1 -0.6
```
Positions in Å, forces in eV/Å.

Results
LUMO level = -7.684 eV
Gap between HOMO and LUMO = 6.28 eV
Charge = +1
Energy relative to the best compared isomer or geometry (same formula, charge and spin) = 129.2 kcal/mol
Highest occupied orbital energy = -13.97 eV


(2)
The following is a DFT calculation (ωB97M-V/def2-TZVPD) of C4H12N3 as an isolated structure at a distorted geometry.

```
19
Properties=species:S:1:pos:R:3:forces:R:3
N 0.475845 -0.310813 1.097658 -0.4 -2.3 0.7
N 1.357184 0.817704 -0.302526 0.6 0.2 -1.2
N 0.317640 -0.158060 -0.328033 1.3 -2.8 -2.0
C -1.021356 0.259735 -0.770123 -1.3 1.8 1.5
C -1.130809 1.108979 -2.008123 0.7 0.5 -0.8
C 1.758354 0.410174 1.044506 -1.6 1.1 1.2
C 0.311312 -1.635618 1.835272 1.2 -0.6 -2.6
H -0.493615 0.582157 -2.793528 -1.3 1.1 0.3
H -1.416638 0.924253 0.051727 0.4 -1.2 -0.4
H -1.638425 -0.611705 -0.895256 -0.1 -0.5 0.3
H 2.679161 -0.168295 0.980742 0.0 0.0 0.5
H -0.755553 2.198910 -1.829227 -0.7 -2.0 -0.5
H 0.671526 -1.207745 -1.075922 -1.0 3.5 2.6
H 1.185513 -1.713277 2.502677 -0.4 -0.1 -0.3
H 0.267841 -2.570537 1.120917 0.4 1.9 1.1
H -2.267503 1.104930 -2.198170 2.0 0.2 -0.3
H -0.592288 -1.653667 2.390139 -0.8 0.3 0.5
H 1.614044 1.139305 1.899581 1.3 -0.4 -1.2
H 1.140266 1.754448 -0.654512 -0.2 -0.5 0.6
```
Positions in Å, forces in eV/Å.

Results
LUMO level = -3.835 eV
Gap between HOMO and LUMO = 10.36 eV
Charge = +1
Energy relative to the best compared isomer or geometry (same formula, charge and spin) = 143.8 kcal/mol
Highest occupied orbital energy = -14.20 eV


(3)
The following is a DFT calculation (ωB97M-V/def2-TZVPD) of an isolated ion of composition C4H12N3S and charge +1 at a distorted geometry.

```
20
Properties=species:S:1:pos:R:3:forces:R:3
S -3.583244 -1.728324 0.077038 -0.9 2.6 0.4
N -2.076120 -1.284357 -0.566027 1.5 0.9 -0.2
N -1.345964 0.132492 1.236591 -1.3 -0.5 0.7
N -0.067850 0.042493 -0.577810 1.4 0.4 -1.3
C 0.670428 1.253133 -0.007298 1.0 1.5 -2.9
C 1.507334 1.024022 1.216496 1.2 1.1 0.5
C -1.153046 -0.380323 0.054618 0.2 -0.7 -2.4
C 0.484588 -0.672273 -1.791666 -0.6 -1.5 0.7
H -3.548820 -3.003989 0.219454 0.9 -1.9 0.1
H -2.174060 -0.264223 1.618512 -0.7 0.2 1.3
H 1.065674 0.282245 1.874322 0.6 0.0 0.4
H 2.576212 0.839980 1.038061 -0.5 -0.9 -0.3
H -0.046417 2.065479 0.162654 -0.3 -0.6 0.1
H -0.582345 0.488914 1.804642 -0.7 -0.2 -0.2
H -2.131764 -1.284772 -1.598964 0.7 0.3 1.0
H 1.644131 2.009471 1.717866 -0.7 -0.6 0.1
H 0.308988 -1.822896 -1.556943 0.3 2.4 -1.0
H 1.370772 1.814937 -0.836542 -1.8 -2.0 1.6
H -0.048246 -0.323104 -2.754498 1.1 -0.6 1.5
H 1.605502 -0.546315 -1.800232 -1.4 0.2 -0.2
```
Positions in Å, forces in eV/Å.

Results
LUMO level = -2.862 eV
Gap between HOMO and LUMO = 11.06 eV
Charge = +1
Energy relative to the best compared isomer or geometry (same formula, charge and spin) = 29.1 kcal/mol
Highest occupied orbital energy = -13.93 eV


(4)
The following is a DFT calculation (ωB97M-V/def2-TZVPD) of a single C4H12N4 molecule at a distorted geometry.

```
20
Properties=species:S:1:pos:R:3:forces:R:3
N 0.037158 -0.840816 0.292512 1.3 -2.1 2.8
N -0.023834 0.556358 0.227063 -2.4 -1.2 0.5
N -1.550588 2.224547 0.300115 1.8 1.5 -3.8
N -0.319666 2.865633 -0.590382 -2.0 -2.5 -1.0
C 0.904132 -1.121714 1.461882 1.8 -2.7 -2.7
C 0.672905 -1.326467 -0.911147 -0.7 1.9 -2.2
C -1.253741 0.828261 0.479774 3.0 5.8 -2.6
C 1.096498 -2.805647 -0.960411 1.7 0.6 -1.7
H 1.812176 -3.202921 -0.218964 -0.6 0.5 0.0
H 1.958677 -0.775527 0.946630 -1.6 -0.7 2.4
H 1.538561 -0.445056 -1.250672 -2.3 -2.6 0.6
H 0.903061 -2.419143 1.447100 0.2 4.1 1.0
H -2.272949 2.460302 -0.504685 1.4 -1.2 2.6
H 1.732145 -2.988497 -1.979766 -2.3 0.3 2.1
H 0.566727 -0.553865 2.372671 0.6 -1.0 -0.9
H 0.164326 1.996480 -1.059814 -1.6 1.9 1.1
H 0.090185 -3.220024 -0.877268 0.6 -1.3 -0.3
H 0.438781 3.145944 -0.024153 0.5 0.5 1.6
H -0.364855 -1.365043 -1.505488 2.9 0.8 -0.4
H -2.087094 0.280697 0.628673 -2.2 -2.5 0.8
```
Positions in Å, forces in eV/Å.

Results
LUMO level = 0.953 eV
Gap between HOMO and LUMO = 9.43 eV
Charge = 0
Energy relative to the best compared isomer or geometry (same formula, charge and spin) = 155.2 kcal/mol
Highest occupied orbital energy = -8.48 eV


(5)
The following is a DFT calculation (ωB97M-V/def2-TZVPD) of a 3-piece molecular cluster, C4H12N4 overall at a distorted geometry.

```
20
Properties=species:S:1:pos:R:3:forces:R:3
N -0.256086 -0.376638 2.273637 0.0 -0.4 0.0
N 1.467080 -1.105842 -0.020714 -0.2 0.2 0.2
N 1.151596 0.271680 -2.455413 0.7 -0.1 0.5
N -0.347274 0.385708 -0.606359 -0.6 0.6 3.5
C -1.243340 -0.727063 -0.887324 0.0 -0.1 0.3
C -0.800553 1.909349 1.659908 0.2 -0.2 -0.1
C 0.926000 0.131890 -0.313789 1.0 -0.6 -3.4
C -0.337965 0.685417 1.440713 -1.3 0.3 -1.1
H 0.348138 -1.144473 2.017692 0.0 0.1 0.0
H -1.030376 2.254037 2.664420 0.2 0.0 0.0
H 2.473115 -1.121852 -0.111439 -0.1 0.1 0.0
H 0.716457 -0.403069 -3.087467 0.1 0.0 0.2
H -1.559640 -1.215118 0.041915 0.1 0.0 0.0
H 1.050496 -1.869459 -0.536027 0.0 0.1 0.0
H 0.797828 1.181711 -2.748505 0.0 -0.1 0.1
H -1.045007 -0.616979 2.856140 0.0 0.1 -0.1
H -0.797579 -1.486812 -1.534465 0.1 0.2 0.0
H 1.570546 0.978224 -0.120103 -0.1 0.0 0.1
H -2.129893 -0.328412 -1.375294 0.0 0.0 0.0
H -0.953543 2.597701 0.842474 -0.1 -0.1 -0.1
```
Positions in Å, forces in eV/Å.

Results
LUMO level (spin up / spin down) = 0.363 / 0.359 eV
Gap between HOMO and LUMO (spin up / spin down) = 6.66 / 6.63 eV
Charge = 0
Energy relative to the best compared isomer or geometry (same formula, charge and spin) = 138.6 kcal/mol
Highest occupied orbital energy (spin up / spin down) = -6.30 / -6.27 eV


(6)
The following is a DFT calculation (ωB97M-V/def2-TZVPD) of C4H12N4 as an isolated structure at a distorted geometry.

```
20
Properties=species:S:1:pos:R:3:forces:R:3
N 0.148418 0.417752 0.435156 0.8 -0.6 -0.6
N -0.862514 -1.343786 1.094222 0.5 0.2 -0.7
N -1.992703 -1.364920 0.697204 -0.6 -0.8 1.3
N 2.038932 -0.612367 -0.798042 -0.3 -1.0 0.3
C -0.897947 1.363206 0.141305 0.2 -0.3 -0.3
C 0.995005 0.729042 1.564090 0.0 -0.1 -0.4
C 0.732671 -0.479269 -0.622694 0.0 2.5 0.3
C -0.049079 -0.385583 -1.925802 -0.2 -0.7 0.3
H 2.586987 -0.583918 0.056672 -0.1 0.4 0.1
H -2.320081 -2.231188 0.236182 0.4 0.4 -0.9
H 0.378050 1.009916 2.417636 0.0 0.1 -0.1
H 1.698479 1.525136 1.297127 0.0 0.1 0.2
H -1.102501 -0.625236 -1.775470 -0.1 0.1 -0.1
H -1.801369 0.833710 -0.179011 -0.1 0.0 0.0
H 0.037509 0.605105 -2.370468 0.0 0.0 0.1
H 0.190187 -1.587825 0.111670 -0.6 -0.2 0.3
H -0.597244 2.050110 -0.655200 -0.1 0.1 0.0
H 1.577708 -0.144456 1.853760 -0.1 -0.1 0.0
H 0.378844 -1.107416 -2.616770 0.0 0.0 0.0
H -1.139355 1.931988 1.038430 0.0 0.0 0.0
```
Positions in Å, forces in eV/Å.

Results
LUMO level (spin up / spin down) = -0.142 / 0.191 eV
Gap between HOMO and LUMO (spin up / spin down) = 7.07 / 7.89 eV
Charge = 0
Energy relative to the best compared isomer or geometry (same formula, charge and spin) = 137.9 kcal/mol
Highest occupied orbital energy (spin up / spin down) = -7.22 / -7.70 eV